Record 1
{
  "formula": "C44H103NO",
  "method": "ωB97M-V/def2-TZVPD",
  "multiplicity": 1,
  "orbital_gap_ev": 10.26,
  "homo_ev": -9.84,
  "smiles": "CC(N)=O.CCCCCC.CCCCCC.CCCCCC.CCCCCC.CCCCCC.CCCCCC.CCCCCC",
  "symbols": ["C", "C", "C", "C", "C", "C", "H", "H", "H", "H", "H", "H", "H", "H", "H", "H", "H", "H", "H", "H", "C", "C", "C", "C", "C", "C", "H", "H", "H", "H", "H", "H", "H", "H", "H", "H", "H", "H", "H", "H", "C", "C", "C", "C", "C", "C", "H", "H", "H", "H", "H", "H", "H", "H", "H", "H", "H", "H", "H", "H", "C", "C", "C", "C", "C", "C", "H", "H", "H", "H", "H", "H", "H", "H", "H", "H", "H", "H", "H", "H", "C", "C", "C", "C", "C", "C", "H", "H", "H", "H", "H", "H", "H", "H", "H", "H", "H", "H", "H", "H", "C", "C", "C", "C", "C", "C", "H", "H", "H", "H", "H", "H", "H", "H", "H", "H", "H", "H", "H", "H", "C", "C", "C", "C", "C", "C", "H", "H", "H", "H", "H", "H", "H", "H", "H", "H", "H", "H", "H", "H", "O", "C", "N", "C", "H", "H", "H", "H", "H"],
  "coordinates": [[1.710, 3.241, 0.644], [1.906, 2.366, 1.908], [2.805, 3.024, 2.976], [2.017, 3.891, 3.972], [2.871, 4.910, 4.693], [3.709, 4.434, 5.878], [1.283, 4.205, 0.908], [0.983, 2.714, 0.015], [2.624, 3.161, 0.057], [0.935, 2.145, 2.360], [2.338, 1.418, 1.587], [3.591, 3.595, 2.467], [3.422, 2.290, 3.507], [1.279, 4.360, 3.314], [1.521, 3.204, 4.661], [3.546, 5.440, 4.015], [2.202, 5.688, 5.080], [3.123, 3.909, 6.637], [4.483, 3.725, 5.572], [4.173, 5.288, 6.368], [6.877, -2.458, 4.135], [6.532, -1.885, 2.746], [5.092, -2.316, 2.400], [4.563, -1.636, 1.129], [3.258, -2.150, 0.530], [1.995, -1.397, 0.957], [7.541, -1.759, 4.654], [7.506, -3.348, 4.064], [6.005, -2.623, 4.760], [6.678, -0.805, 2.819], [7.216, -2.228, 1.969], [4.453, -2.023, 3.233], [5.149, -3.399, 2.275], [4.536, -0.551, 1.290], [5.360, -1.688, 0.378], [3.258, -2.342, -0.547], [3.166, -3.208, 0.820], [2.190, -0.863, 1.887], [1.853, -0.582, 0.234], [1.040, -1.916, 0.917], [-1.654, 3.003, 5.708], [-1.705, 2.352, 4.314], [-2.217, 3.273, 3.219], [-2.131, 2.673, 1.774], [-3.450, 2.722, 0.983], [-3.527, 4.086, 0.288], [-0.976, 3.865, 5.683], [-0.982, 2.420, 6.350], [-2.644, 3.183, 6.108], [-0.741, 1.868, 4.125], [-2.352, 1.468, 4.335], [-1.845, 4.298, 3.144], [-3.269, 3.452, 3.474], [-1.331, 3.243, 1.302], [-1.755, 1.653, 1.904], [-3.445, 1.944, 0.217], [-4.366, 2.619, 1.568], [-2.554, 4.357, -0.117], [-4.339, 4.070, -0.444], [-3.823, 4.891, 0.968], [4.431, 4.422, -4.723], [4.002, 3.182, -5.564], [2.510, 3.122, -5.814], [1.947, 4.243, -6.671], [0.422, 4.101, -6.890], [-0.288, 5.402, -7.254], [3.726, 4.561, -3.902], [4.275, 5.315, -5.337], [5.488, 4.412, -4.472], [4.597, 3.194, -6.478], [4.281, 2.328, -4.942], [1.988, 3.116, -4.855], [2.399, 2.148, -6.307], [2.144, 5.170, -6.121], [2.459, 4.372, -7.628], [0.255, 3.315, -7.627], [0.017, 3.778, -5.926], [-1.369, 5.252, -7.275], [-0.087, 6.115, -6.456], [0.012, 5.726, -8.250], [-9.293, 2.428, -0.419], [-8.585, 1.481, -1.402], [-7.135, 1.716, -1.728], [-6.489, 0.743, -2.732], [-4.977, 0.635, -2.465], [-4.256, -0.123, -3.571], [-10.362, 2.216, -0.419], [-9.193, 3.444, -0.815], [-8.947, 2.430, 0.613], [-8.704, 0.488, -0.948], [-9.181, 1.486, -2.321], [-6.573, 1.753, -0.784], [-6.962, 2.744, -2.081], [-7.080, -0.149, -2.509], [-6.595, 1.114, -3.751], [-4.528, 1.594, -2.202], [-4.833, 0.072, -1.536], [-4.522, 0.307, -4.544], [-3.167, -0.060, -3.643], [-4.444, -1.196, -3.547], [-1.156, -8.909, -1.466], [0.334, -8.607, -1.720], [0.635, -7.410, -2.601], [0.511, -6.075, -1.825], [0.624, -4.844, -2.756], [0.495, -3.527, -2.007], [-1.121, -9.949, -1.124], [-1.822, -8.857, -2.323], [-1.552, -8.371, -0.605], [0.831, -8.354, -0.776], [0.848, -9.511, -2.053], [-0.070, -7.336, -3.434], [1.649, -7.416, -3.008], [-0.533, -5.975, -1.492], [1.085, -6.012, -0.898], [1.550, -4.930, -3.328], [-0.260, -4.923, -3.392], [1.201, -3.408, -1.175], [0.786, -2.738, -2.700], [-0.481, -3.437, -1.529], [1.550, -6.187, 4.234], [0.515, -5.086, 4.144], [0.872, -3.862, 3.283], [-0.361, -2.937, 3.206], [-1.490, -3.478, 2.287], [-2.355, -2.332, 1.709], [2.023, -6.307, 3.247], [1.168, -7.201, 4.358], [2.358, -5.932, 4.916], [-0.482, -5.454, 3.892], [0.352, -4.700, 5.158], [1.181, -4.116, 2.267], [1.667, -3.261, 3.730], [-0.731, -2.823, 4.226], [-0.185, -1.946, 2.783], [-1.180, -4.189, 1.521], [-2.182, -4.044, 2.921], [-3.296, -2.723, 1.318], [-2.617, -1.582, 2.453], [-1.808, -1.878, 0.879], [-1.748, 0.600, -1.633], [-0.651, 0.730, -2.144], [0.269, -0.268, -1.969], [-0.234, 1.951, -2.939], [1.223, 0.052, -1.848], [0.037, -0.904, -1.218], [0.764, 1.917, -3.371], [-0.389, 2.797, -2.270], [-0.888, 2.084, -3.803]]
}

Record 2
{
  "formula": "C26H78N6O12",
  "method": "ωB97M-V/def2-TZVPD",
  "multiplicity": 1,
  "orbital_gap_ev": 8.76,
  "homo_ev": -8.52,
  "smiles": "COC[C@H](C)N.COC[C@H](C)N.NC(N)=O.NC(N)=O.CCO.CCO.CCO.CCO.CCO.CCO.CCO.CCO",
  "symbols": ["C", "C", "O", "H", "H", "H", "H", "H", "H", "C", "C", "O", "H", "H", "H", "H", "H", "H", "C", "C", "O", "H", "H", "H", "H", "H", "H", "C", "C", "O", "H", "H", "H", "H", "H", "H", "C", "C", "O", "H", "H", "H", "H", "H", "H", "C", "C", "O", "H", "H", "H", "H", "H", "H", "C", "C", "O", "H", "H", "H", "H", "H", "H", "C", "C", "O", "H", "H", "H", "H", "H", "H", "C", "O", "N", "N", "H", "H", "H", "H", "C", "O", "N", "N", "H", "H", "H", "H", "C", "C", "C", "O", "C", "N", "H", "H", "H", "H", "H", "H", "H", "H", "H", "H", "H", "C", "C", "C", "O", "C", "N", "H", "H", "H", "H", "H", "H", "H", "H", "H", "H", "H"],
  "coordinates": [[-8.896, -10.417, 10.749], [-8.256, -11.581, 10.024], [-6.836, -11.605, 10.230], [-9.969, -10.518, 10.545], [-8.614, -9.424, 10.394], [-8.730, -10.406, 11.826], [-8.422, -11.570, 8.950], [-8.762, -12.486, 10.375], [-6.694, -11.960, 11.112], [-13.547, -11.237, 10.128], [-12.654, -12.349, 9.569], [-11.680, -11.753, 8.702], [-12.927, -10.495, 10.627], [-14.226, -11.640, 10.887], [-14.214, -10.884, 9.341], [-13.249, -13.097, 9.043], [-12.053, -12.769, 10.377], [-12.103, -11.542, 7.863], [-10.123, -7.989, 17.102], [-10.986, -9.204, 17.369], [-12.334, -8.881, 17.003], [-9.991, -7.751, 16.045], [-9.177, -8.032, 17.648], [-10.639, -7.098, 17.473], [-11.062, -9.366, 18.446], [-10.582, -10.078, 16.848], [-12.298, -8.686, 16.052], [-16.733, -7.418, 12.230], [-16.247, -8.140, 13.475], [-16.810, -9.448, 13.438], [-16.168, -6.494, 12.086], [-17.789, -7.149, 12.278], [-16.582, -8.031, 11.341], [-16.468, -7.596, 14.396], [-15.158, -8.249, 13.392], [-16.652, -9.851, 14.304], [-18.011, -13.071, 14.618], [-17.877, -12.369, 15.952], [-16.637, -12.711, 16.590], [-17.272, -12.687, 13.912], [-18.999, -12.910, 14.179], [-17.924, -14.155, 14.697], [-18.730, -12.625, 16.577], [-17.854, -11.287, 15.800], [-15.893, -12.330, 16.105], [-7.246, -9.424, 15.370], [-6.179, -10.496, 15.570], [-4.895, -10.046, 15.974], [-7.965, -9.719, 14.608], [-6.757, -8.459, 15.247], [-7.858, -9.382, 16.272], [-6.081, -11.112, 14.670], [-6.547, -11.204, 16.315], [-4.315, -9.982, 15.213], [-17.658, -8.920, 16.908], [-16.160, -9.082, 17.160], [-15.680, -10.079, 16.264], [-18.139, -9.868, 17.161], [-17.908, -8.733, 15.865], [-18.044, -8.115, 17.536], [-15.937, -9.281, 18.210], [-15.651, -8.159, 16.849], [-14.912, -10.527, 16.646], [-13.559, -15.750, 11.252], [-13.613, -16.390, 12.643], [-13.210, -17.773, 12.553], [-14.203, -14.871, 11.220], [-13.755, -16.464, 10.456], [-12.549, -15.361, 11.074], [-14.672, -16.497, 12.900], [-13.067, -15.923, 13.463], [-12.582, -17.851, 11.829], [-12.185, -7.535, 13.162], [-12.410, -7.846, 14.332], [-11.355, -8.292, 12.360], [-12.754, -6.472, 12.553], [-11.054, -9.221, 12.589], [-11.281, -7.945, 11.422], [-12.536, -6.301, 11.592], [-13.276, -5.821, 13.107], [-14.430, -15.666, 16.340], [-13.856, -14.822, 17.030], [-13.801, -16.834, 16.017], [-15.704, -15.556, 15.852], [-14.298, -17.443, 15.395], [-12.828, -16.982, 16.207], [-16.090, -16.372, 15.425], [-16.145, -14.644, 15.845], [-10.350, -13.699, 17.430], [-10.886, -13.838, 18.853], [-11.689, -12.620, 19.321], [-11.760, -12.555, 20.726], [-12.014, -11.279, 21.235], [-11.711, -15.051, 18.959], [-9.705, -12.819, 17.393], [-11.181, -13.677, 16.732], [-9.697, -14.537, 17.182], [-10.027, -13.885, 19.530], [-12.715, -12.751, 18.947], [-11.291, -11.690, 18.896], [-11.301, -10.549, 20.837], [-11.913, -11.323, 22.319], [-13.000, -10.819, 21.088], [-12.507, -14.981, 18.310], [-12.083, -15.052, 19.904], [-14.336, -12.837, 13.688], [-13.137, -12.364, 14.526], [-12.495, -11.118, 13.948], [-11.156, -10.903, 14.371], [-10.244, -11.876, 13.912], [-13.611, -12.146, 15.906], [-14.706, -13.777, 14.099], [-14.097, -13.090, 12.647], [-15.105, -12.066, 13.594], [-12.405, -13.176, 14.523], [-13.098, -10.234, 14.165], [-12.560, -11.178, 12.850], [-9.257, -11.682, 14.327], [-10.188, -11.809, 12.819], [-10.522, -12.897, 14.177], [-13.547, -13.049, 16.400], [-12.878, -11.582, 16.343]]
}